(1)
The following is a DFT calculation (ωB97M-V/def2-TZVPD) of C42H115Cl2N10O11Pd2 as an isolated structure.

Computed properties:
HOMO-LUMO gap (spin up / spin down), Eh: 0.29084 / 0.20131
HOMO energy (spin up / spin down), eV: -9.8 / -10.0

```
! wB97M-V def2-TZVPD RIJCOSX def2/J DEFGRID3
* xyz 1 5
Pd -2.5503 -6.9568 23.2056
Pd -3.9548 -3.9526 26.4067
Cl -5.0589 -7.2465 23.5041
Cl -2.5100 -4.3714 24.1893
C -1.5172 -9.8661 26.4834
C -0.9390 -8.7505 25.6318
O -1.7650 -7.7165 25.1970
H -0.7362 -10.5742 26.7603
H -2.3808 -10.4278 26.1272
H -2.0500 -9.4223 27.3245
H -0.4911 -9.2696 24.7845
H -0.0957 -8.3851 26.2178
C 4.3724 -8.3824 26.5579
C 2.9329 -8.0378 26.0002
C 2.7135 -6.5211 26.0169
O 3.0524 -5.8317 27.1243
C 2.8786 -4.4407 27.0938
N 3.0352 -8.6149 24.6855
H 4.4732 -7.9538 27.5550
H 5.2356 -7.9435 26.0573
H 4.5895 -9.4492 26.5037
H 2.0995 -8.4295 26.5833
H 1.7005 -6.2411 25.7280
H 3.2483 -6.1908 25.1264
H 3.0818 -4.0737 28.0999
H 1.8864 -4.0467 26.8744
H 3.6404 -3.9930 26.4556
H 2.0962 -8.4668 24.3441
H 3.1498 -9.6176 24.7239
C -5.1973 -1.7221 21.1496
C -4.8568 -3.0542 20.6116
C -5.0288 -3.1841 19.0446
O -6.3710 -2.9606 18.5802
C -6.6478 -2.9399 17.1987
N -3.5040 -3.4106 21.1169
H -6.0998 -1.4399 20.6074
H -4.5337 -0.8637 21.0455
H -5.4767 -1.7206 22.2032
H -5.6470 -3.6164 21.1093
H -4.8352 -4.2397 18.8539
H -4.3691 -2.5738 18.4278
H -6.6148 -1.8974 16.8820
H -7.7207 -3.1202 17.1323
H -5.8984 -3.4927 16.6323
H -2.8107 -2.7009 20.9278
H -3.5068 -3.6637 22.0947
C -0.1881 -0.0740 23.2025
C 0.7345 -1.2595 22.8859
C 1.1739 -2.1729 23.9130
O 1.7737 -1.5135 25.0897
C 3.1744 -1.1496 24.9560
N 0.1463 -2.1060 21.8389
H 0.0987 0.7175 23.8948
H -1.1930 -0.4235 23.4395
H -0.2667 0.3603 22.2059
H 1.6369 -0.8923 22.3971
H 1.7910 -3.0146 23.5986
H 0.2934 -2.6111 24.3828
H 3.8353 -1.7562 24.3368
H 3.4493 -1.3863 25.9838
H 3.3971 -0.0841 24.8981
H -0.4593 -2.8075 22.2404
H 0.8910 -2.6815 21.4724
C -1.8350 -5.8866 18.8817
C -1.8061 -6.5069 20.2901
C -0.5249 -5.9763 21.0799
O -0.5405 -6.3931 22.4518
C 0.5682 -5.8654 23.2824
N -2.9717 -6.1740 21.0873
H -1.7084 -4.8174 19.0517
H -2.9026 -6.0142 18.7031
H -1.1176 -6.3181 18.1837
H -1.8455 -7.5957 20.3211
H -0.6349 -4.8958 21.1720
H 0.3721 -6.2764 20.5380
H 1.4706 -6.4043 22.9939
H 0.2094 -5.8859 24.3114
H 0.6193 -4.7917 23.1016
H -3.1944 -5.1910 21.0221
H -3.6781 -6.5199 20.4537
C -1.1229 -6.5118 28.8720
C -2.1800 -5.4240 28.4137
C -1.3579 -4.2499 27.9545
O -2.1535 -3.2266 27.2993
C -1.3382 -2.1257 27.1598
N -3.0316 -5.8067 27.2577
H -0.4849 -6.0490 29.6248
H -0.5292 -6.7255 27.9832
H -1.5782 -7.4365 29.2265
H -2.6881 -5.0621 29.3076
H -0.5527 -4.5639 27.2903
H -0.9554 -3.7128 28.8133
H -0.3447 -2.3295 26.7602
H -1.1566 -1.6034 28.0991
H -1.7491 -1.3996 26.4584
H -2.3749 -6.1623 26.5778
H -3.5323 -6.6691 27.4178
C -6.8097 -7.4152 27.2851
C -5.9693 -8.6219 27.4044
C -6.4023 -9.7241 26.3185
O -7.7946 -10.0883 26.3414
C -8.0454 -11.1561 25.3604
N -4.6207 -8.1701 27.2110
H -7.8602 -7.6937 27.2021
H -6.6703 -6.9034 26.3328
H -6.7335 -6.7106 28.1132
H -5.9490 -9.0397 28.4109
H -5.7851 -10.6211 26.3692
H -6.2907 -9.4109 25.2804
H -9.1080 -11.3963 25.3273
H -7.4323 -12.0331 25.5684
H -7.7484 -10.9899 24.3249
H -4.6062 -7.7868 26.2767
H -3.9605 -8.9113 27.0240
C -3.5675 -9.8935 20.9034
C -2.8175 -10.0277 22.1859
C -2.2907 -11.3615 22.5569
O -1.2522 -11.7432 21.6291
C -0.2569 -12.6907 22.0031
N -1.7623 -9.0099 22.2752
H -4.4897 -10.4667 20.8078
H -2.8610 -10.0985 20.0991
H -3.9687 -8.8801 20.9073
H -3.5626 -9.8515 22.9617
H -3.1370 -12.0483 22.5411
H -1.8024 -11.3470 23.5314
H 0.4191 -13.0178 21.2131
H -0.7425 -13.6166 22.3114
H 0.4069 -12.1918 22.7092
H -1.1672 -9.0512 21.4602
H -1.1432 -9.2645 23.0315
C -6.5251 -6.3274 17.5774
C -6.2216 -7.4276 18.5636
C -5.3618 -8.5575 17.9982
O -5.8441 -9.4481 16.9799
C -5.1909 -9.2537 15.7559
N -5.4764 -6.9541 19.7578
H -7.3765 -6.5773 16.9444
H -5.6569 -6.2016 16.9306
H -6.7960 -5.4172 18.1124
H -7.1818 -7.7895 18.9313
H -5.2572 -9.2259 18.8528
H -4.2965 -8.3652 17.8702
H -4.1099 -9.3920 15.7742
H -5.4589 -8.2916 15.3193
H -5.5231 -9.9707 15.0052
H -6.0388 -6.1379 19.9516
H -5.5249 -7.5529 20.5697
C -7.3973 -3.5804 23.7523
C -5.9027 -3.2426 24.3262
C -5.7682 -1.8886 25.0674
O -4.5325 -1.9037 25.9400
C -4.5892 -0.7287 26.7436
N -5.7462 -4.3588 25.1989
H -8.1790 -3.4837 24.5058
H -7.5100 -4.5447 23.2570
H -7.6332 -2.8625 22.9667
H -5.1372 -3.3598 23.5591
H -6.6505 -1.7220 25.6854
H -5.8164 -1.1190 24.2970
H -4.4451 0.0804 26.0276
H -3.7680 -0.7567 27.4598
H -5.5542 -0.5955 27.2326
H -6.6000 -4.4821 25.7242
H -5.5905 -5.1888 24.6447
C 1.5905 -9.8153 20.8549
C 1.2235 -10.2836 19.4061
C 1.9353 -11.6145 18.9911
O 3.3276 -11.6947 19.3408
C 4.0278 -12.8888 19.0838
N -0.2294 -10.4929 19.3399
H 2.5189 -9.2448 20.8275
H 1.5942 -10.4867 21.7136
H 0.9561 -8.9597 21.0864
H 1.3143 -9.4742 18.6817
H 1.9600 -11.8060 17.9184
H 1.4077 -12.5436 19.2069
H 3.2900 -13.6875 19.0082
H 4.6181 -13.1777 19.9534
H 4.4691 -12.8002 18.0911
H -0.3773 -11.3317 19.8827
H -0.5744 -10.6666 18.4067
*
```



(2)
The following is a DFT calculation (ωB97M-V/def2-TZVPD) of a 13-piece molecular cluster, C42H118N8O13 overall.

Computed properties:
HOMO-LUMO gap (spin up / spin down), Eh: 0.04930 / 0.31711
HOMO energy (spin up / spin down), eV: 0.5 / -6.8

```
! wB97M-V def2-TZVPD RIJCOSX def2/J DEFGRID3
* xyz -1 2
C 2.8822 -3.4713 -0.3260
C 3.0752 -4.9390 0.1486
C 1.9421 -5.9025 -0.3920
O 2.1637 -7.1960 0.1653
C 1.0914 -8.1139 0.0468
N 4.4065 -5.3939 -0.2203
H 3.6524 -2.8502 0.1312
H 1.8860 -3.1501 -0.0218
H 2.9094 -3.3093 -1.4035
H 3.0537 -4.9872 1.2374
H 1.8248 -5.9160 -1.4756
H 0.9964 -5.6259 0.0741
H 0.3302 -7.8942 0.7954
H 1.5395 -9.1040 0.1309
H 0.5862 -7.9539 -0.9057
H 5.1587 -4.8207 0.1343
H 4.5518 -6.2779 0.2461
C -3.0399 -2.9307 -2.4216
C -2.6586 -3.5444 -1.0819
C -1.2127 -4.1443 -0.9159
O -0.8615 -5.1198 -1.9467
C -1.7399 -6.2142 -2.0006
N -3.0576 -2.6636 -0.0031
H -2.2558 -2.2267 -2.7002
H -4.0073 -2.4381 -2.3241
H -3.1506 -3.6814 -3.2041
H -3.4343 -4.3067 -1.0104
H -1.1765 -4.6216 0.0634
H -0.4786 -3.3394 -0.8801
H -1.5456 -6.9860 -1.2559
H -1.5738 -6.8107 -2.8976
H -2.8082 -5.9977 -1.9969
H -2.4898 -1.8287 -0.0274
H -4.0079 -2.3480 -0.1343
C -5.0592 0.5961 -1.7778
C -6.3335 0.3933 -0.9777
C -6.5352 -0.9584 -0.4156
O -6.4618 -1.9379 -1.4206
C -7.6374 -2.0632 -2.2254
N -6.2954 1.4278 0.0405
H -4.2811 0.0019 -1.2986
H -4.8641 1.6607 -1.9063
H -5.1768 0.1743 -2.7760
H -7.1726 0.6003 -1.6420
H -7.4569 -1.1401 0.1372
H -5.6878 -1.2035 0.2247
H -7.4137 -2.6851 -3.0922
H -7.9934 -1.1382 -2.6789
H -8.3953 -2.5098 -1.5818
H -7.1014 1.1964 0.6034
H -6.5069 2.3386 -0.3414
C 0.0283 -3.3910 2.3429
C -1.1281 -2.9233 3.2375
C -0.9982 -3.5483 4.6426
O -1.1443 -4.9616 4.4636
C -1.2464 -5.7156 5.6459
N -1.1013 -1.4746 3.2044
H 0.9614 -3.0284 2.7742
H -0.0411 -2.8942 1.3752
H 0.0480 -4.4678 2.1745
H -2.0063 -3.3830 2.7840
H -1.8402 -3.2987 5.2882
H -0.0846 -3.3598 5.2064
H -1.6305 -6.7085 5.4121
H -1.8995 -5.2108 6.3578
H -0.2969 -5.9379 6.1328
H -1.2636 -1.1480 2.2626
H -0.1261 -1.2374 3.3174
C 2.7355 3.0389 -1.3863
C 4.1469 3.3516 -0.8902
C 4.2601 4.5826 0.0492
O 3.8244 5.7653 -0.6083
C 3.9879 6.8816 0.2722
N 4.6163 2.1937 -0.1379
H 2.4218 3.9019 -1.9737
H 1.9472 2.8707 -0.6526
H 2.6971 2.1834 -2.0607
H 4.8097 3.5247 -1.7380
H 5.3059 4.8137 0.2521
H 3.8052 4.3922 1.0213
H 3.6472 7.8280 -0.1476
H 5.0357 6.9857 0.5540
H 3.3401 6.6645 1.1215
H 5.5467 2.3633 0.2165
H 4.0214 2.1591 0.6775
C 3.5739 -0.2360 2.4158
C 2.4517 0.7376 2.7416
C 2.0153 0.7697 4.1523
O 1.4162 -0.4756 4.5329
C 1.0474 -0.4505 5.9235
N 2.9203 2.0894 2.3236
H 3.7923 -0.2297 1.3479
H 3.2499 -1.2462 2.6659
H 4.3828 -0.0560 3.1238
H 1.6604 0.4844 2.0360
H 1.2241 1.5136 4.2452
H 2.9673 0.9407 4.6551
H 1.9645 -0.4316 6.5122
H 0.3915 -1.2842 6.1739
H 0.5042 0.4658 6.1548
H 2.1158 2.6964 2.2574
H 3.3884 2.5514 3.0901
C 0.2470 7.4396 4.8814
C -0.0314 6.1868 4.1043
C 1.2257 5.4025 3.6376
O 0.8515 4.2695 2.8120
C 0.4107 4.6830 1.5115
N -0.8096 5.2929 4.9431
H 0.4111 8.2578 4.1802
H 1.1120 7.3747 5.5414
H -0.6103 7.8515 5.4138
H -0.6272 6.5249 3.2565
H 1.7459 5.0310 4.5204
H 1.8819 6.0950 3.1104
H -0.5709 5.1541 1.5635
H 0.1803 3.7816 0.9436
H 1.1489 5.2302 0.9252
H -1.0408 4.4319 4.4685
H -0.3111 5.0260 5.7799
C -2.2338 2.5215 2.6417
C -3.4017 2.5179 1.5259
C -3.1171 3.4712 0.3255
O -3.2787 4.8256 0.7964
C -2.9095 5.7223 -0.2872
N -3.5881 1.1234 1.1348
H -2.4452 1.7951 3.4263
H -2.1468 3.5284 3.0500
H -1.2441 2.2776 2.2556
H -4.2662 2.8552 2.0978
H -3.9287 3.4020 -0.3987
H -2.1609 3.2916 -0.1660
H -3.6003 5.7237 -1.1303
H -1.9377 5.5539 -0.7513
H -2.7435 6.7564 0.0145
H -3.6402 0.6130 2.0049
H -4.5245 1.0208 0.7706
C 2.1001 1.1480 -6.4512
C 2.5211 1.0151 -4.9842
O 3.7636 0.3882 -4.8648
H 2.9208 1.1861 -7.1674
H 1.4018 1.9835 -6.5005
H 1.5205 0.2635 -6.7156
H 1.8238 0.3774 -4.4409
H 2.4361 1.9667 -4.4594
H 3.7960 0.1324 -3.9400
C 0.6759 -0.3451 -1.1996
C -0.3422 0.6192 -0.5904
O -1.4204 -0.1650 -0.0396
H 1.1641 -0.9432 -0.4301
H 1.4977 0.2006 -1.6634
H 0.2374 -0.9372 -2.0028
H -0.6705 1.4000 -1.2765
H 0.1513 1.1825 0.2015
H -2.1138 0.3845 0.3329
C 5.1809 -1.8971 -2.6721
C 4.9846 -0.8230 -1.5814
O 4.3118 0.2442 -2.1141
H 5.5983 -2.8025 -2.2315
H 5.8144 -1.5372 -3.4829
H 4.2312 -2.1255 -3.1557
H 5.9141 -0.3985 -1.2021
H 4.3694 -1.1888 -0.7593
H 4.4274 0.9868 -1.5168
C 1.2926 -2.5124 -5.2848
C 1.1386 -3.6600 -4.2103
O -0.0540 -4.4237 -4.3762
H 0.5977 -1.7180 -5.0123
H 1.0128 -2.8587 -6.2797
H 2.3415 -2.2189 -5.2438
H 1.1343 -3.1676 -3.2378
H 2.0232 -4.2959 -4.1757
H -0.2652 -4.7973 -3.5175
C -0.6256 3.6092 -4.1918
C -1.8958 2.6810 -4.3905
O -2.1522 2.4800 -5.7748
H 0.2521 3.0601 -4.5328
H -0.6241 3.9679 -3.1624
H -0.6592 4.5175 -4.7933
H -2.8559 3.1394 -4.1536
H -1.8230 1.7657 -3.8032
H -2.8048 1.7867 -5.8976
*
```